A cluster of 8 separate species, C6H27NO7 in total. Source: the OMol25 dataset; level of theory: the ωB97M-V functional and the def2-TZVPD basis.

Results
LUMO level in eV: 0.07
F_max in eV Å⁻¹: 6.32
Electronic energy in eV: -22480.8387
Orbital gap in hartree: 0.312
Relative energy (zero: lowest compared OMol25 entry of this formula, charge and spin) in kcal per mole: 64.8

Each line ends with the Mulliken charge.
CARTESIAN COORDINATES (ANGSTROEM)
C -3.11901 1.58684 0.85204  -1.35
C -2.19282 0.70902 -0.00731  -0.46
N -1.50143 -0.29747 0.75255  0.33
C -2.34636 -1.47204 1.05896  -0.79
C -1.88552 -2.65343 0.15594  -0.67
C -0.44571 -2.19504 -0.45379  -0.60
C -0.24143 -0.69894 0.12914  -0.55
H -3.31788 1.19934 1.84967  0.31
H -3.98259 1.95629 0.31913  0.38
H -2.54705 2.52608 1.02344  0.32
H -2.75709 0.15762 -0.79900  0.35
H -1.42918 1.31048 -0.51541  0.38
H -3.49238 -1.37621 0.89539  0.25
H -2.15507 -1.73851 2.11065  0.40
H -1.79406 -3.54707 0.81308  0.26
H -2.42941 -2.92026 -0.72849  0.37
H -0.63339 -2.00313 -1.47858  0.20
H 0.40854 -2.80652 -0.34300  0.52
H 0.56558 -0.60283 0.85651  -0.26
H 0.03695 0.00509 -0.66398  0.81
H -0.41716 0.85252 2.54371  0.29
H 0.40096 2.09497 2.37217  0.30
O 0.29367 1.29979 2.90317  -0.72
H 2.26988 0.95361 2.58831  0.36
H 1.92875 -0.45482 2.97780  0.24
O 2.61690 0.04616 2.74237  -0.64
H 0.33641 -0.60448 -3.70832  0.29
H -0.47642 -0.56035 -2.40306  0.26
O 0.35274 -0.84139 -2.77508  -0.56
H 2.16258 1.58323 -3.17035  0.33
H 0.75667 2.01796 -3.53631  0.30
O 1.44948 1.45126 -3.89276  -0.64
H 1.95912 2.30804 0.53098  0.34
H 1.21501 3.55236 -0.06987  0.30
O 1.33908 2.93754 0.74974  -0.57
H 3.63636 0.73195 0.91017  0.27
H 3.32809 0.07072 -0.55291  0.33
O 3.17105 0.77263 0.07359  -0.64
H 3.70471 -2.01548 -1.41470  0.25
H 2.28607 -1.73686 -1.64352  0.27
O 2.94538 -1.59866 -1.05206  -0.60

An isolated molecule of C6H10N2. Source: the OMol25 dataset; level of theory: the ωB97M-V functional and the def2-TZVPD basis.

Results
LUMO level (alpha / beta) in eV: 0.81 / 0.81
F_max in eV Å⁻¹: 3.21
Electronic energy in eV: -9360.5286
Orbital gap (alpha / beta) in hartree: 0.318 / 0.318
Relative energy (zero: lowest compared OMol25 entry of this formula, charge and spin) in kcal per mole: 90.1

Each line ends with the Mulliken charge.
CARTESIAN COORDINATES (ANGSTROEM)
C 1.35894 1.86200 -1.15421  -0.78
C 1.06718 -1.31889 0.78529  -1.11
N 1.73118 0.61837 -0.54858  -0.68
C 0.90541 -0.08436 0.11564  0.77
H 2.25638 2.42242 -1.41704  0.31
H 0.76218 2.53313 -0.52172  0.24
H 0.78761 1.71671 -2.08578  0.29
H 0.51794 -1.54865 1.68819  0.29
H 2.05584 -1.76410 0.81732  0.34
C -1.50289 0.54361 1.01798  -1.22
C -0.72984 -0.08295 -0.14471  0.47
N -1.40667 -2.49123 -0.61211  -0.58
C -0.80091 -1.50562 -0.24369  -0.04
H -1.01555 -3.42631 -0.52532  0.31
H -0.93617 0.40846 -1.09762  0.43
H -2.57553 0.53401 0.82343  0.37
H -1.16816 1.57086 1.15599  0.31
H -1.30694 0.01253 1.94695  0.28

A structure of composition C7H5ClO4S2. Source: the OMol25 dataset; level of theory: the ωB97M-V functional and the def2-TZVPD basis.

Results
LUMO level (alpha / beta) in eV: -1.59 / -1.59
F_max in eV Å⁻¹: 5.57
Electronic energy in eV: -49718.2584
Orbital gap (alpha / beta) in hartree: 0.262 / 0.262

Each line ends with the Mulliken charge.
CARTESIAN COORDINATES (ANGSTROEM)
C 0.92707 -0.03719 0.61194  -0.43
C 0.57548 1.14875 -0.02156  -0.48
C 0.15744 -1.19930 0.43242  -0.83
C -0.69088 1.28743 -0.69630  -0.26
C -1.03494 -1.06053 -0.26650  -0.37
C -1.47536 0.16197 -0.74882  0.73
C -2.86372 0.34427 -1.29010  -0.22
O -3.11392 2.45544 0.42853  -0.57
O -5.14583 1.36663 -0.50076  -0.53
O -5.88461 -1.07087 0.80299  -0.39
O -3.80669 0.14219 1.20759  -0.25
S -3.76618 1.33315 -0.14256  1.03
S -4.46752 -1.19095 0.89395  0.66
Cl -3.94158 -0.98448 -1.43246  -0.03
H 1.96286 -0.14778 1.05196  0.29
H 1.06422 2.06141 0.16892  0.37
H 0.35194 -2.02156 0.93084  0.54
H -0.82403 2.35586 -1.05624  0.29
H -1.71360 -1.85612 -0.50266  0.43

A cluster of 2 separate species, C7H18NO2P in total. Source: the OMol25 dataset; level of theory: the ωB97M-V functional and the def2-TZVPD basis.

Results
LUMO level in eV: 0.74
F_max in eV Å⁻¹: 4.26
Electronic energy in eV: -22422.6087
Orbital gap in hartree: 0.299
Relative energy (zero: lowest compared OMol25 entry of this formula, charge and spin) in kcal per mole: 81.7

Each line ends with the Mulliken charge.
CARTESIAN COORDINATES (ANGSTROEM)
C -1.40464 3.11354 1.91389  -1.09
C 2.46797 -1.56262 -1.19544  -1.20
C 0.81703 -3.01994 -0.22905  -1.21
C -1.55658 1.71417 1.36974  -0.15
C -0.33161 0.86322 1.68000  -0.60
C -0.38005 -0.51005 1.05473  -0.93
C 1.28759 -1.76938 -0.40649  0.88
N 0.75468 -0.64072 0.13475  -0.10
O -0.98574 -1.58912 -2.27552  -0.47
O -0.63452 -0.11875 -4.24547  -0.49
P -0.65760 -0.05518 -2.61788  0.34
H -2.45872 3.54504 1.88586  0.33
H -0.72596 3.70932 1.27503  0.34
H -1.22744 3.11367 3.13084  0.24
H 2.58267 -0.38414 -1.42101  0.24
H 3.19335 -1.76527 -0.33711  0.30
H 2.73546 -2.24161 -2.06206  0.32
H -0.57677 -2.42741 -2.49037  0.35
H -0.05593 -3.39139 0.43273  0.17
H 1.21180 -3.87559 -0.78886  0.32
H -2.39621 1.15857 1.95384  0.25
H -1.61949 1.63463 0.26462  0.14
H 0.61317 1.34220 1.30152  0.31
H -0.26417 0.59303 2.81675  0.24
H -0.27871 -1.41510 1.61266  0.42
H -1.22257 -0.78639 0.49196  0.48
H -0.12493 0.56029 -4.64683  0.32
H 1.08240 0.26863 -0.28155  0.30
H -2.03149 0.35599 -2.26937  -0.04

The ion C9H18N3O3 with charge +1. Source: the OMol25 dataset; level of theory: the ωB97M-V functional and the def2-TZVPD basis.

Results
Charge: +1
LUMO level in eV: -3.46
F_max in eV Å⁻¹: 3.94
Electronic energy in eV: -20226.9316
Orbital gap in hartree: 0.320
Relative energy (zero: lowest compared OMol25 entry of this formula, charge and spin) in kcal per mole: 113.1

Each line ends with the Mulliken charge.
CARTESIAN COORDINATES (ANGSTROEM)
C -2.01537 -0.20207 -0.09343  -0.54
C -0.53504 -0.53246 -0.20454  -0.04
C -2.83522 -0.05985 -1.13174  -0.29
C 1.02357 3.61500 -0.12475  -0.31
C 0.70669 2.33424 -0.88404  -0.56
C 0.82749 2.94218 1.24152  -0.91
C 0.20849 0.22010 2.18006  -1.40
C 0.02765 0.56356 0.78473  0.53
C -0.03253 -2.11287 -0.27094  0.75
N 0.42435 1.73068 0.41451  0.29
N 2.07316 -3.13985 -0.11503  -0.61
N -0.76971 -2.60327 -1.39142  -0.47
O -2.51605 -0.06854 -2.46118  -0.53
O -0.30409 -2.77086 0.87409  -0.52
O 1.37448 -1.95600 -0.51913  -0.26
H -2.50795 -0.21049 0.85693  0.34
H -0.16436 -0.40510 -1.25665  0.31
H -3.87359 0.13983 -0.87159  0.40
H 2.12268 3.71586 -0.19335  0.25
H 0.54045 4.52479 -0.32516  0.40
H -0.22225 2.52171 -1.45975  0.23
H 1.58889 1.80314 -1.54522  0.26
H 1.76065 2.80047 1.81032  0.34
H 0.10706 3.32997 1.85814  0.39
H 1.16662 -0.36104 2.35282  0.25
H -0.52312 -0.55047 2.55981  0.39
H 0.14818 1.17259 2.84314  0.43
H 2.51575 -3.37062 -1.01103  0.24
H 2.60613 -2.77314 0.64296  0.25
H -1.64206 -0.36779 -2.66900  0.37
H -1.57864 -3.24126 -1.19839  0.26
H -0.11911 -3.30853 -1.86285  0.33
H 0.41682 -3.37990 1.17016  0.42

A cluster of 2 separate species, C4H7N2 in total. Source: the OMol25 dataset; level of theory: the ωB97M-V functional and the def2-TZVPD basis.

Results
Charge: +1
LUMO level in eV: -3.86
F_max in eV Å⁻¹: 2.87
Electronic energy in eV: -7230.9471
Orbital gap in hartree: 0.353
Relative energy (zero: lowest compared OMol25 entry of this formula, charge and spin) in kcal per mole: 110.5

Each line ends with the Mulliken charge.
CARTESIAN COORDINATES (ANGSTROEM)
C -1.48177 0.44015 -0.89507  0.13
C 1.10894 1.40986 0.66073  0.56
C 2.16094 2.11182 0.33138  -0.75
C -1.23272 -1.98691 -0.37672  -0.58
N -0.11309 1.07168 0.66296  -0.51
N -1.49162 -0.67894 -0.70984  0.05
H -1.77012 1.49057 -1.02999  0.41
H 3.17427 1.74576 0.11190  0.25
H 2.18432 3.18944 0.23325  0.27
H -2.14678 -2.57095 -0.70000  0.29
H -1.09103 -2.12601 0.72171  0.28
H -0.25406 -2.17355 -0.96002  0.32
H -0.48454 0.72746 1.54071  0.26

The ion C5H13N2O with charge +1. Source: the OMol25 dataset; level of theory: the ωB97M-V functional and the def2-TZVPD basis.

Results
Charge: +1
LUMO level in eV: -3.17
F_max in eV Å⁻¹: 1.93
Electronic energy in eV: -10416.3903
Orbital gap in hartree: 0.367
Relative energy (zero: lowest compared OMol25 entry of this formula, charge and spin) in kcal per mole: 41.6

Each line ends with the Mulliken charge.
CARTESIAN COORDINATES (ANGSTROEM)
N 0.71275 -0.22151 1.20396  -0.27
C -0.63742 0.16136 0.62511  -0.06
C -0.51814 1.64698 0.32297  -0.73
C -0.49489 2.47547 1.59151  0.03
O 0.22651 2.14297 2.49144  -0.50
C -0.88734 -0.71124 -0.64783  -0.96
N 0.10507 -1.73658 -0.84671  -0.26
C 1.07254 -1.55357 -1.93116  -1.00
H 0.83731 0.32625 2.06203  0.36
H 0.80825 -1.22667 1.34353  0.35
H 1.43619 0.04642 0.54441  0.29
H -1.28434 -0.02986 1.47749  0.53
H 0.35797 1.91197 -0.25195  0.39
H -1.30262 1.93812 -0.38509  0.45
H -1.15503 3.35004 1.70512  0.39
H -1.82794 -1.20711 -0.39364  0.36
H -1.07855 -0.07051 -1.50791  0.40
H -0.26411 -2.65701 -0.69601  0.24
H 1.14084 -0.50141 -2.18205  0.35
H 1.99243 -2.00169 -1.68381  0.32
H 0.76052 -2.08239 -2.84140  0.33

A cluster of 13 separate species, C20H66N8O13 in total. Source: the OMol25 dataset; level of theory: the ωB97M-V functional and the def2-TZVPD basis.

Results
LUMO level in eV: -0.27
F_max in eV Å⁻¹: 11.43
Electronic energy in eV: -60341.8454
Orbital gap in hartree: 0.298
Relative energy (zero: lowest compared OMol25 entry of this formula, charge and spin) in kcal per mole: 50.9

Each line ends with the Mulliken charge.
CARTESIAN COORDINATES (ANGSTROEM)
C 1.14844 0.62106 -6.06133  -1.17
C 0.50862 -0.52043 -5.32603  0.01
O -0.43246 -0.12554 -4.30671  -0.47
H 1.95733 1.24759 -5.53971  0.18
H 0.43434 1.30220 -6.55702  0.35
H 1.66795 0.14891 -6.95873  0.37
H 1.36393 -1.13362 -5.00156  0.09
H -0.00890 -1.23458 -6.05891  0.47
H -0.54316 -0.86985 -3.71891  0.36
C -1.91049 -3.89422 -1.67614  -1.61
C -0.68276 -3.08374 -1.45657  1.39
O -0.47735 -2.45160 -2.66312  -0.75
H -2.78196 -3.34697 -2.03351  0.27
H -2.13806 -4.31820 -0.76170  0.35
H -1.75451 -4.73097 -2.41187  0.38
H 0.18157 -3.62052 -1.15823  0.10
H -0.89167 -2.43317 -0.64572  -0.79
H 0.27778 -1.93975 -2.49979  0.06
C 3.29566 -3.86049 -1.33963  -0.54
C 3.61626 -3.88490 0.06017  -0.35
O 2.54705 -3.41320 0.78004  -0.44
H 2.46833 -4.57661 -1.51904  0.16
H 4.10367 -4.09257 -2.02167  0.48
H 2.92705 -2.89629 -1.73844  -0.16
H 4.41067 -3.26867 0.25361  0.34
H 3.89824 -4.84304 0.37323  0.37
H 2.28423 -2.60231 0.49486  0.29
C 2.00745 2.81584 0.51911  0.38
C 3.44863 2.52639 0.56027  -0.40
O 3.91978 3.15729 -0.59349  -0.62
H 1.59658 2.23679 1.32353  -0.26
H 1.45177 2.44985 -0.36018  -0.42
H 1.71007 3.89989 0.64110  0.50
H 3.54568 1.43187 0.48320  0.15
H 3.70323 2.88705 1.59147  0.34
H 4.23062 2.54117 -1.27358  0.32
C -2.30649 0.20877 4.88969  -0.65
C -1.30841 -0.03686 6.08257  -0.10
O -1.89965 0.23019 7.34345  -0.56
H -1.85845 -0.05832 3.94589  -0.11
H -2.52059 1.31747 4.89239  0.30
H -3.26155 -0.23642 5.00841  0.52
H -0.49390 0.70464 6.05087  0.06
H -0.85540 -1.02417 6.06748  0.26
H -1.12501 0.51858 7.82282  0.33
C -4.63694 -1.29258 -0.87501  -1.36
C -3.33215 -0.53756 -1.20648  1.16
O -3.16201 0.34439 -0.19260  -0.47
H -5.50972 -0.72391 -0.78379  0.43
H -4.41819 -1.78770 0.11392  0.10
H -4.98560 -2.12701 -1.49324  0.38
H -3.55784 -0.04400 -2.11871  0.46
H -2.49569 -1.18184 -1.17040  -0.62
H -2.52076 0.06206 0.35766  0.03
C -3.28995 -3.81780 2.15767  -1.46
C -2.23183 -2.77176 2.38115  0.61
O -2.41815 -1.48400 1.77128  -0.51
H -3.19631 -4.78820 2.68946  0.35
H -3.35886 -4.06642 1.08141  0.19
H -4.27064 -3.54208 2.47656  0.40
H -1.26157 -3.13081 1.95424  -0.07
H -2.14102 -2.42890 3.45376  0.06
H -1.56811 -1.04707 1.51268  0.09
C -0.56944 2.84902 -2.83917  0.21
O -1.63167 2.04043 -2.37319  -0.64
N -0.42472 4.06145 -2.39778  -0.46
N 0.27749 2.52894 -3.75729  -0.29
H -0.96604 4.34433 -1.57111  0.28
H 0.56994 4.39240 -2.23214  0.29
H 0.18382 1.57413 -4.08007  0.34
H 1.21455 3.05897 -4.01539  0.34
C 3.00427 0.20098 -3.09982  -0.20
O 2.18767 -0.76801 -2.56338  -0.25
N 2.68204 1.44918 -3.15163  0.02
N 4.19497 0.03445 -3.52811  -0.37
H 1.69046 1.75290 -2.90458  -0.34
H 3.26890 2.13684 -3.61081  0.32
H 4.59712 -0.91666 -3.31295  0.34
H 4.60097 0.55808 -4.31300  0.22
C -1.38052 3.83595 0.51086  0.06
O -1.56376 2.49514 0.81742  -0.52
N -0.70021 4.57054 1.32100  -0.23
N -1.89024 4.54782 -0.36142  -0.43
H -0.36032 4.17004 2.17577  0.04
H -0.30445 5.49710 1.20351  0.28
H -2.53841 4.05952 -1.01805  0.48
H -2.02186 5.60912 -0.27957  0.24
C 0.61696 -0.22227 0.31100  -1.73
O 1.73722 -0.93936 0.47562  -0.89
N 0.20133 0.15031 -0.86451  3.61
N -0.17575 0.04509 1.35110  2.25
H 0.98263 0.01617 -1.54326  -1.24
H -0.64975 0.70251 -1.03368  -0.89
H 0.30031 -0.31594 2.24981  -0.11
H -0.71169 0.89260 1.32274  0.16
C 1.29668 -1.93566 3.45781  -0.72
O 0.80926 -0.71983 3.77774  -0.53
H 0.56359 -2.56679 2.92347  0.02
H 1.64468 -2.52030 4.24986  0.50
H 2.23122 -1.82047 2.84196  0.23
H 1.56974 -0.20290 4.12950  0.25
C -0.25290 2.66244 3.84730  -0.19
O 0.08106 3.99496 3.99488  -0.65
H -0.30085 2.33013 4.84796  0.25
H 0.46864 1.99580 3.34862  -0.09
H -1.26628 2.57337 3.36697  0.18
H -0.36552 4.41414 4.71389  0.31

A structure of composition C3HNO3. Source: the OMol25 dataset; level of theory: the ωB97M-V functional and the def2-TZVPD basis.

Results
LUMO level in eV: -0.94
F_max in eV Å⁻¹: 4.90
Electronic energy in eV: -10757.2072
Orbital gap in hartree: 0.358
Relative energy (zero: lowest compared OMol25 entry of this formula, charge and spin) in kcal per mole: 36.0

Each line ends with the Mulliken charge.
CARTESIAN COORDINATES (ANGSTROEM)
C -2.75668 2.07393 2.17057  -0.19
C -0.11091 2.53408 0.79338  0.31
C 1.37373 -4.12333 -1.94757  0.70
N -1.74847 2.42037 1.71874  -0.24
O 1.77158 -3.07527 -1.73349  -0.34
O -0.07323 2.50877 -0.36726  -0.23
O 1.00391 -5.19707 -2.17320  -0.36
H 0.54007 2.85852 1.53881  0.34

- F_max of number 6 (C4H7N2)?
  2.87 eV Å⁻¹